(1)
Below is C32H44HfN4P2Si as an isolated structure, with properties calculated with ωB97M-V with the def2-TZVPD basis set.

```
84
Properties=species:S:1:pos:R:3:mulliken_charge:R:1
Hf -0.1252 1.5414 0.2331 0.08
C -1.8791 1.7310 -4.4535 -0.68
C -1.9286 0.4161 -4.2288 -0.50
C -0.9920 -0.5906 -4.8357 -1.03
C 0.5169 -0.1877 -4.8707 -1.56
C 1.0352 0.6244 -3.6941 0.07
C 0.7779 1.9124 -3.4425 -0.44
C 0.4175 2.8581 -4.5349 -1.42
C -0.8533 2.4206 -5.3187 -0.83
C 1.2561 2.3578 1.7786 -1.56
H -2.6615 2.4008 -4.0836 0.37
H -2.8009 -0.0330 -3.7494 1.42
H -1.3024 -0.8307 -5.8730 0.42
H -1.0962 -1.5243 -4.2567 0.34
H 1.0684 -1.1476 -4.8975 0.35
H 0.7468 0.3117 -5.8301 0.54
H 1.8316 0.1079 -3.1415 1.09
H 1.0027 2.3648 -2.4789 0.68
H 1.2416 2.9269 -5.2623 0.28
H 0.2458 3.8493 -4.0977 0.37
H -1.3106 3.3366 -5.7273 0.52
H -0.5706 1.7734 -6.1645 0.30
H 0.5919 2.9931 2.3874 0.57
H 2.0152 2.9939 1.3193 0.51
H 1.7427 1.6696 2.5002 0.31
P 1.4865 -0.3565 -0.3124 1.37
P -1.2749 -1.2044 0.6135 -0.32
N 2.9417 0.5193 -1.0938 0.92
N 2.5827 -1.4891 0.5305 0.72
N -2.2553 0.2303 -0.0532 0.30
N -2.7685 -2.0269 0.9462 0.59
C 0.6558 -1.5206 -1.4538 0.30
C -0.6930 -2.0544 -0.9049 -1.16
C 3.0040 1.9179 -1.0677 -0.44
C 4.1659 2.3270 -1.7056 -0.82
C 4.8431 1.1561 -2.1578 -0.90
C 4.0659 0.0600 -1.7815 -0.49
C 3.4076 -1.0544 1.5791 -0.55
C 4.1760 -2.1294 1.9932 -0.68
C 3.8277 -3.2583 1.1860 -0.70
C 2.8504 -2.8403 0.2857 -0.48
C -2.3176 1.4951 0.6559 -0.38
C -2.6849 2.4708 -0.3178 -1.15
C -3.0873 1.7626 -1.4791 -0.77
C -2.8468 0.4169 -1.2824 0.10
C -3.8536 -2.2982 0.0952 -0.04
C -4.8652 -2.8498 0.8725 -0.73
C -4.4020 -2.8914 2.2272 -0.61
C -3.1122 -2.3917 2.2584 -0.36
H 1.3014 -2.3590 -1.7462 1.15
H 0.4360 -0.9707 -2.3790 -1.89
H -1.4827 -2.0099 -1.6717 0.70
H -0.5921 -3.1200 -0.6128 0.38
H 2.2360 2.5428 -0.6063 0.21
H 4.4602 3.3609 -1.8344 0.51
H 5.7828 1.1360 -2.6863 0.49
H 4.2158 -0.9977 -1.9246 0.55
H 3.3453 -0.0311 1.9209 0.41
H 4.9061 -2.1109 2.7875 0.50
H 4.2293 -4.2523 1.2382 0.49
H 2.3113 -3.3790 -0.4789 0.45
H -2.5147 1.5123 1.7145 0.79
H -2.7050 3.5458 -0.1580 0.60
H -3.4973 2.2143 -2.3717 0.83
H -3.1243 -0.4273 -1.9079 0.12
H -3.7811 -2.1199 -0.9783 0.28
H -5.8205 -3.1877 0.4928 0.46
H -4.9471 -3.2844 3.0732 0.46
H -2.3925 -2.2653 3.0439 0.39
C 1.1723 -1.0390 6.1123 -1.05
Si -0.3780 -0.1403 5.4782 0.05
C -1.8561 -1.1052 6.1749 -1.04
C -0.3759 1.4880 6.4545 -1.03
C -0.3564 0.1910 3.6101 0.14
C -0.2830 0.6739 2.4263 0.18
H 1.1383 -1.2568 7.1913 0.32
H 2.0755 -0.4312 5.9604 0.33
H 1.3212 -2.0010 5.6042 0.34
H -1.7728 -1.1301 7.2767 0.34
H -2.8279 -0.6416 5.9623 0.34
H -1.9130 -2.1553 5.8616 0.36
H 0.5677 2.0402 6.3613 0.33
H -1.1922 2.1667 6.1737 0.33
H -0.5025 1.2776 7.5265 0.29
```

As for the charge: +2. For the LUMO energy, the calculation gives -8.44 eV. As for the HOMO energy: -13.664 eV. The value obtained for the HOMO-LUMO gap is 5.2292 eV.

(2)
Below is C32H44HfN4P2Si as an isolated structure, with properties calculated with ωB97M-V with the def2-TZVPD basis set.

```
84
Properties=species:S:1:pos:R:3:mulliken_charge:R:1
Hf 0.0557 0.5354 2.3657 0.85
C 3.4487 -0.8651 -5.3745 -0.35
C 2.2933 -0.1939 -5.3704 -0.29
C 1.0032 -0.6239 -5.9968 -0.93
C 0.7116 -2.1467 -5.9880 -0.84
C 0.9949 -2.8381 -4.6771 -0.32
C 2.1643 -3.3869 -4.3311 -0.43
C 3.4042 -3.4380 -5.1848 -0.69
C 3.6973 -2.1860 -6.0506 -0.88
C -0.0868 -1.1547 3.7445 -1.61
H 4.3429 -0.4398 -4.8989 0.37
H 2.2549 0.8138 -4.9484 0.84
H 0.9481 -0.2744 -7.0422 0.28
H 0.1865 -0.1067 -5.4697 0.27
H -0.3642 -2.2634 -6.2031 0.44
H 1.2508 -2.6240 -6.8174 0.33
H 0.1251 -2.9112 -4.0117 0.45
H 2.2596 -3.9282 -3.3861 0.44
H 3.3786 -4.3082 -5.8625 0.27
H 4.2620 -3.6097 -4.5175 0.38
H 4.7689 -2.2248 -6.3113 0.41
H 3.1434 -2.2603 -6.9962 0.33
H 0.6633 -0.8255 4.4947 0.52
H 0.1943 -2.1724 3.4362 0.50
H -1.0727 -1.2117 4.2410 0.27
P -1.1006 -1.0916 0.8692 0.96
P 0.0268 1.6744 0.1173 0.11
N -0.3181 -2.7719 0.6392 0.54
N -2.8342 -1.5320 1.1331 0.56
N 1.5729 1.6480 -0.7340 0.31
N -0.3067 3.3766 -0.2081 0.51
C -1.1458 -0.6547 -0.9264 -1.47
C -1.1056 0.8726 -1.0989 -0.99
C 0.8882 -3.1435 1.2394 -0.46
C 1.1124 -4.4965 1.0192 -0.78
C 0.0237 -4.9806 0.2269 -0.73
C -0.8363 -3.9019 0.0068 -0.47
C -3.3547 -2.0856 2.3106 -0.54
C -4.7307 -2.2370 2.1561 -0.57
C -5.0732 -1.7594 0.8514 -0.72
C -3.9015 -1.3149 0.2580 -0.32
C 2.7931 1.4525 -0.0714 -0.48
C 3.7427 1.0831 -1.0066 -1.17
C 3.1087 1.0817 -2.2919 -0.26
C 1.7912 1.4692 -2.0997 -0.17
C -0.1201 4.0530 -1.4196 -0.20
C -0.6873 5.3117 -1.3058 -0.62
C -1.2597 5.4085 0.0083 -0.65
C -1.0248 4.2081 0.6546 -0.28
H -2.0170 -1.0930 -1.4377 0.76
H -0.2464 -1.1175 -1.3635 0.39
H -0.8316 1.1727 -2.1182 0.73
H -2.0836 1.3284 -0.8736 0.42
H 1.4900 -2.4199 1.7727 0.49
H 1.9513 -5.0680 1.3940 0.47
H -0.1072 -5.9933 -0.1242 0.48
H -1.7650 -3.8543 -0.5480 0.49
H -2.7095 -2.2578 3.1615 0.39
H -5.4164 -2.6194 2.8969 0.46
H -6.0588 -1.7147 0.4132 0.46
H -3.7462 -0.8189 -0.6887 0.41
H 2.8737 1.6292 0.9958 0.62
H 4.7856 0.8607 -0.8167 0.47
H 3.5591 0.8072 -3.2377 0.25
H 1.0164 1.6773 -2.8315 0.43
H 0.4059 3.5951 -2.2410 0.36
H -0.6973 6.0638 -2.0722 0.48
H -1.7798 6.2541 0.4212 0.46
H -1.2814 3.8445 1.6365 0.08
C -2.7096 1.8576 6.8080 -0.96
Si -1.2401 2.8285 6.1986 -0.01
C -1.4406 4.6551 6.6017 -0.92
C 0.3539 2.2577 7.0024 -0.94
C -1.1164 2.4242 4.3912 0.19
C -1.0693 2.1620 3.1700 -0.09
H -2.9812 2.2048 7.8122 0.32
H -2.4809 0.7853 6.8454 0.32
H -3.5630 1.9954 6.1322 0.35
H -1.5771 4.8271 7.6795 0.32
H -0.5425 5.1987 6.2806 0.32
H -2.3093 5.0697 6.0750 0.33
H 0.4401 1.1635 6.9824 0.31
H 1.2154 2.6730 6.4618 0.32
H 0.3903 2.5957 8.0487 0.31
```

As for the charge: +2. For the LUMO energy, the calculation gives -8.93 eV. As for the HOMO energy: -12.801 eV. The value obtained for the HOMO-LUMO gap is 3.8694 eV.

Stability verdict: (2), ahead by 51.7 kcal/mol

(1)
Below is C7H10O3 as an isolated structure, with properties calculated with ωB97M-V with the def2-TZVPD basis set.

```
20
Properties=species:S:1:pos:R:3:mulliken_charge:R:1
C -0.1018 1.5183 2.5033 -0.50
C 0.2129 0.2946 1.8779 -0.49
C -0.4920 2.3596 1.5035 -0.42
C -0.0160 0.4741 0.5338 -0.09
C -0.4756 0.0015 -1.8875 -1.48
C 0.0955 -1.8987 -0.2868 -1.65
C 0.1508 -0.4287 -0.5975 1.78
O -0.4390 1.7428 0.3164 -0.33
O 2.2787 0.8033 -1.5975 -0.36
O 1.9832 -0.3550 -0.9204 -0.33
H -0.0445 1.7383 3.5494 0.43
H 0.5678 -0.5963 2.3533 0.42
H -0.8236 3.3793 1.5111 0.47
H -0.2394 -0.7110 -2.6722 0.41
H -1.5567 0.0514 -1.7583 0.37
H -0.1133 0.9834 -2.1811 0.33
H 0.4657 -2.4598 -1.1403 0.38
H -0.9310 -2.1975 -0.0774 0.36
H 0.7261 -2.1254 0.5668 0.39
H 2.4816 1.4637 -0.9144 0.31
```

For the LUMO energy, the calculation gives 0.83 eV. As for the HOMO energy: -8.464 eV. The value obtained for the HOMO-LUMO gap is 9.2974 eV.

(2)
Below is C7H10O3 as an isolated structure, with properties calculated with ωB97M-V with the def2-TZVPD basis set.

```
20
Properties=species:S:1:pos:R:3:mulliken_charge:R:1
C 1.3240 -0.4059 -0.4679 0.02
C 1.8083 0.3927 -1.6590 -1.32
C -1.4572 -0.9441 1.4376 -1.36
C 0.2998 0.8907 0.7589 0.52
C 0.1676 -1.2151 -0.7097 0.22
C -0.9487 -0.0419 0.3166 0.92
C -1.7345 0.5259 -0.6574 -0.80
O 0.6450 0.6351 2.1011 -0.55
O 0.2844 2.0921 0.4278 -0.73
O -0.2692 -2.2420 -1.0952 -0.44
H 0.5773 1.4847 2.5581 0.34
H 2.1193 -0.9885 -0.0065 0.43
H 1.0184 0.6742 -2.3585 0.35
H 2.5419 -0.1897 -2.2203 0.39
H 2.2618 1.3227 -1.3210 0.32
H -2.0523 -0.3618 2.1390 0.35
H -2.0532 -1.7419 0.9962 0.37
H -0.6361 -1.4014 1.9834 0.36
H -2.1451 -0.0886 -1.4496 0.30
H -1.7514 1.6031 -0.7735 0.28
```

For the LUMO energy, the calculation gives -1.04 eV. As for the HOMO energy: -8.287 eV. The value obtained for the HOMO-LUMO gap is 7.2469 eV.

(3)
Below is C7H10O3 as an isolated structure, with properties calculated with ωB97M-V with the def2-TZVPD basis set.

```
20
Properties=species:S:1:pos:R:3:mulliken_charge:R:1
C -0.5650 -2.0751 0.4502 -1.48
C -0.7596 -0.6244 0.1454 -0.08
C -1.5625 0.0269 -1.0248 -0.09
O -2.8309 0.0036 -0.3132 -0.57
C -1.8477 0.3559 0.6982 -0.12
C -1.0166 1.2629 -0.2555 -0.89
C 0.2572 0.5157 0.0993 1.60
O 1.0051 0.9014 1.2164 -0.88
C 1.5352 0.5467 -0.6501 -0.64
H -1.5342 -2.5871 0.5235 0.37
H 0.0262 -2.5584 -0.3396 0.29
H -0.0339 -2.1962 1.4042 0.33
H -1.5487 -0.1954 -2.0969 0.47
H -2.1810 0.5326 1.7257 0.49
H -1.1787 2.3208 -0.4876 0.42
H 1.7007 -0.3964 -1.1915 0.30
H 1.5935 1.4199 -1.3142 0.33
O 3.0806 0.6199 0.2657 -0.63
H 2.2502 0.8386 1.3204 0.48
H 3.6101 1.2882 -0.1758 0.32
```

For the LUMO energy, the calculation gives 0.55 eV. As for the HOMO energy: -8.994 eV. The value obtained for the HOMO-LUMO gap is 9.5432 eV.

Stability verdict: (1), ahead by 13.2 kcal/mol